Molecular formula: C44H74O18
Method: DFT, ωB97M-V/def2-TZVPD

Geometry as XYZ:
```
136
C44H74O18 ωB97M-V/def2-TZVPD
O 5.848 1.403 -3.528
C 4.935 1.900 -2.616
C 4.983 3.252 -2.289
C 4.010 3.717 -1.402
C 2.982 2.904 -0.935
O 1.949 3.470 -0.225
C 3.003 1.555 -1.267
C 4.048 1.022 -2.017
H 6.033 2.079 -4.184
H 5.669 3.924 -2.784
H 4.132 4.726 -1.024
H 1.418 2.686 0.018
H 2.147 0.892 -1.203
H 4.037 -0.020 -2.304
O -0.718 -4.280 -4.269
C -0.295 -4.852 -3.106
C 0.757 -5.761 -3.159
C 0.979 -6.569 -2.040
C 0.249 -6.361 -0.889
O 0.546 -7.145 0.197
C -0.735 -5.392 -0.806
C -1.023 -4.637 -1.923
H -1.661 -4.097 -4.252
H 1.349 -5.955 -4.040
H 1.721 -7.356 -2.004
H -0.185 -7.293 0.799
H -1.176 -5.183 0.162
H -1.806 -3.888 -1.922
O -0.847 0.091 -1.985
C -2.169 -0.200 -1.768
C -3.154 0.508 -2.438
C -4.501 0.178 -2.188
C -4.835 -0.744 -1.198
O -6.133 -0.880 -0.811
C -3.857 -1.513 -0.610
C -2.507 -1.233 -0.903
H -0.323 -0.250 -1.237
H -3.053 1.178 -3.280
H -5.245 0.777 -2.693
H -6.606 -0.003 -0.783
H -4.199 -2.317 0.030
H -1.785 -1.702 -0.248
O 3.445 -5.297 2.726
C 3.557 -3.937 2.775
C 4.202 -3.331 1.696
C 4.489 -1.954 1.766
C 4.154 -1.266 2.905
O 4.253 0.114 2.967
C 3.584 -1.864 4.029
C 3.272 -3.198 3.919
H 2.903 -5.660 3.433
H 4.516 -4.027 0.931
H 5.070 -1.583 0.933
H 4.183 0.443 3.864
H 3.464 -1.341 4.967
H 2.889 -3.720 4.793
C 2.319 7.260 3.058
O 1.277 7.669 2.189
C 0.243 6.697 2.147
C -0.789 7.133 1.113
O -1.305 8.367 1.581
C -2.220 9.044 0.761
H 2.954 8.158 3.051
H 2.838 6.399 2.633
H 2.062 7.217 4.123
H -0.282 6.728 3.108
H 0.677 5.748 1.815
H -1.677 6.493 1.063
H -0.264 7.179 0.153
H -1.748 9.582 -0.069
H -2.660 9.828 1.376
H -2.980 8.366 0.361
C 0.803 -2.646 -0.082
O 0.650 -1.240 -0.017
C 1.200 -0.679 1.159
C 0.307 0.423 1.683
O 0.075 1.494 0.797
C -0.728 2.505 1.325
H 0.502 -3.002 -1.057
H 0.278 -3.166 0.735
H 1.837 -2.879 0.208
H 2.161 -0.183 0.961
H 1.454 -1.408 1.931
H 0.631 0.697 2.689
H -0.638 -0.140 1.752
H -1.016 3.085 0.441
H -0.204 3.254 1.937
H -1.644 2.236 1.860
C 0.185 0.463 5.601
O -0.794 -0.310 4.968
C -0.762 -1.685 5.313
C -1.022 -2.464 4.062
O -1.204 -3.837 4.368
C -1.442 -4.613 3.216
H 1.217 0.158 5.363
H 0.129 0.399 6.692
H 0.131 1.475 5.203
H -1.635 -1.905 5.940
H 0.194 -1.982 5.746
H -0.111 -2.416 3.444
H -1.841 -2.004 3.501
H -2.083 -5.417 3.576
H -0.564 -4.830 2.600
H -2.114 -4.130 2.485
C 3.650 -3.075 -3.371
O 3.790 -3.004 -4.795
C 2.730 -3.617 -5.524
C 2.699 -3.157 -6.957
O 2.495 -1.809 -7.247
C 3.623 -0.993 -6.990
H 3.847 -4.110 -3.079
H 2.654 -2.773 -3.040
H 4.426 -2.411 -3.001
H 1.857 -3.280 -4.951
H 2.787 -4.712 -5.559
H 1.932 -3.760 -7.457
H 3.548 -3.644 -7.467
H 3.404 -0.009 -7.397
H 4.460 -1.385 -7.593
H 4.045 -1.014 -5.985
C -8.426 1.197 -0.095
O -7.360 1.459 -0.991
C -6.690 2.733 -0.903
C -5.929 2.816 0.430
O -5.592 4.145 0.703
C -4.456 4.264 1.540
H -9.315 1.759 -0.394
H -8.217 1.209 0.975
H -8.652 0.147 -0.310
H -7.474 3.501 -0.903
H -6.109 2.898 -1.804
H -5.129 2.076 0.268
H -6.537 2.377 1.224
H -3.507 4.162 0.999
H -4.407 3.571 2.382
H -4.505 5.312 1.846
```

For the total energy, the calculation gives -3074.967189 a.u. Its relative energy (zero: lowest compared OMol25 entry of this formula, charge and spin) is 677.6 kJ/mol. The multiplicity is 1. The value obtained for the frontier orbital gap is 8.0 eV. As for the structure (SMILES): Oc1ccc(O)cc1.Oc1ccc(O)cc1.Oc1ccc(O)cc1.Oc1ccc(O)cc1.COCCOC.COCCOC.COCCOC.COCCOC.COCCOC. For the HOMO energy, the calculation gives -7.7 eV.